1.
{
  "formula": "C37H29ClGeO7PSW",
  "method": "the ωB97M-V functional and the def2-TZVPD basis",
  "elements": ["W", "O", "Cl", "O", "O", "O", "O", "S", "O", "O", "C", "C", "C", "C", "C", "C", "P", "C", "C", "C", "C", "C", "C", "C", "C", "C", "C", "C", "C", "H", "H", "H", "H", "H", "H", "H", "H", "H", "H", "H", "H", "H", "H", "C", "Ge", "C", "C", "C", "C", "C", "C", "C", "C", "C", "C", "C", "C", "C", "C", "C", "C", "C", "C", "H", "H", "H", "H", "H", "H", "H", "H", "H", "H", "H", "H", "H", "H", "H"],
  "coordinates": [[0.17, -0.68, -0.12], [-0.37, -3.19, 3.08], [0.02, -2.63, 1.84], [-1.12, -2.53, 0.98], [0.51, -1.29, 2.07], [1.06, -3.38, 1.27], [0.74, -2.62, -1.23], [0.67, -1.93, -2.52], [0.19, -2.75, -3.60], [-0.13, -0.67, -2.32], [2.28, -1.30, -2.99], [2.76, -1.60, -4.24], [3.99, -1.12, -4.66], [4.74, -0.31, -3.80], [4.27, 0.01, -2.55], [3.02, -0.47, -2.11], [2.43, -0.12, -0.45], [3.16, 1.49, 0.03], [2.37, 2.63, -0.12], [2.89, 3.87, 0.19], [4.20, 3.99, 0.63], [4.99, 2.86, 0.76], [4.48, 1.61, 0.46], [3.40, -1.28, 0.58], [3.29, -1.15, 1.97], [3.77, -2.15, 2.79], [4.34, -3.29, 2.25], [4.44, -3.43, 0.88], [3.96, -2.44, 0.04], [2.17, -2.24, -4.87], [4.36, -1.35, -5.65], [5.71, 0.06, -4.12], [4.83, 0.65, -1.88], [1.35, 2.48, -0.44], [2.27, 4.75, 0.10], [4.61, 4.96, 0.87], [6.01, 2.96, 1.11], [5.08, 0.72, 0.58], [2.83, -0.26, 2.37], [3.68, -2.04, 3.86], [4.68, -4.08, 2.90], [4.88, -4.32, 0.46], [4.01, -2.56, -1.04], [-0.63, 1.01, 0.26], [-2.52, 0.93, 0.28], [-3.59, 2.61, 0.50], [-2.97, 3.85, 0.42], [-3.68, 5.02, 0.55], [-5.05, 4.97, 0.75], [-5.68, 3.74, 0.88], [-4.96, 2.57, 0.75], [-2.82, -0.14, 1.92], [-1.83, -0.06, 2.89], [-1.91, -0.82, 4.05], [-2.98, -1.67, 4.25], [-3.98, -1.74, 3.29], [-3.90, -0.98, 2.14], [-3.35, -0.08, -1.21], [-4.40, 0.40, -1.99], [-4.88, -0.33, -3.07], [-4.30, -1.55, -3.39], [-3.26, -2.04, -2.62], [-2.80, -1.31, -1.54], [-1.90, 3.86, 0.26], [-3.18, 5.98, 0.49], [-5.62, 5.88, 0.82], [-6.75, 3.71, 1.07], [-5.44, 1.62, 0.87], [-0.98, 0.58, 2.70], [-1.12, -0.76, 4.79], [-3.04, -2.28, 5.14], [-4.82, -2.40, 3.44], [-4.68, -1.05, 1.39], [-4.83, 1.37, -1.76], [-5.69, 0.06, -3.66], [-4.65, -2.11, -4.25], [-2.79, -2.99, -2.87], [-1.99, -1.72, -0.92]],
  "e_tot_ha": -5297.49219,
  "charge": -1,
  "multiplicity": 1,
  "homo_energy_ev": -3.79,
  "gap_ha": 0.228
}


2.
{
  "formula": "C4H12NO2",
  "method": "the ωB97M-V functional and the def2-TZVPD basis",
  "elements": ["C", "N", "C", "O", "C", "C", "H", "H", "H", "H", "H", "H", "H", "H", "H", "H", "H", "H", "O"],
  "coordinates": [[0.74, -0.07, -0.47], [0.45, -0.03, 0.99], [0.24, 1.54, 1.44], [0.37, 2.46, 0.49], [0.96, -1.57, -0.96], [-0.27, -2.46, -0.58], [-0.16, 0.20, -1.07], [1.61, 0.53, -0.77], [-0.52, -0.17, 1.09], [-0.80, 1.57, 1.97], [1.10, 1.57, 2.19], [1.88, -2.02, -0.43], [1.16, -1.62, -2.15], [-0.58, -2.45, 0.41], [-1.13, -2.13, -1.09], [0.06, -3.49, -0.91], [-2.29, 3.08, 0.26], [-0.89, 2.53, 0.01], [-1.94, 2.51, -0.42]],
  "e_tot_ha": -364.64711,
  "charge": -2,
  "s2": 0.751,
  "multiplicity": 2,
  "homo_energy_ev": [4.27, -1.31],
  "e_above_lowest_kcal_mol": 33.93,
  "gap_ha": [0.087, 0.288]
}


3.
{
  "formula": "C52H46N6OP2SbSe4TeY",
  "method": "the ωB97M-V functional and the def2-TZVPD basis",
  "elements": ["Y", "Se", "Sb", "Se", "Se", "Se", "N", "C", "C", "C", "C", "C", "C", "C", "C", "C", "C", "C", "C", "N", "C", "C", "C", "C", "N", "H", "H", "H", "H", "H", "H", "H", "H", "H", "H", "Te", "C", "C", "C", "N", "C", "C", "C", "P", "C", "C", "C", "C", "C", "C", "C", "C", "C", "C", "C", "C", "P", "C", "C", "C", "C", "C", "C", "C", "C", "C", "C", "C", "C", "H", "H", "H", "H", "H", "H", "H", "H", "H", "H", "H", "H", "H", "H", "H", "H", "H", "H", "H", "H", "H", "H", "H", "H", "C", "N", "C", "C", "C", "N", "C", "C", "O", "H", "H", "H", "H", "H", "H", "H", "H", "H", "H", "H", "H"],
  "coordinates": [[1.77, -1.52, 0.51], [5.81, -5.42, 0.86], [5.10, -3.27, 0.12], [2.82, -3.70, -1.04], [4.36, -1.76, 1.90], [6.29, -1.69, -1.32], [6.66, 7.75, 0.01], [6.07, 6.77, 0.11], [5.26, 5.61, 0.22], [5.83, 4.37, 0.48], [4.99, 3.27, 0.59], [3.63, 3.39, 0.39], [3.04, 4.67, 0.19], [3.88, 5.77, 0.07], [2.87, 2.11, 0.31], [1.92, 1.84, 1.31], [1.47, 2.82, 2.20], [0.42, 2.24, 2.93], [0.37, 0.90, 2.50], [1.26, 0.62, 1.53], [3.22, 1.27, -0.71], [4.04, 1.60, -1.85], [4.08, 0.49, -2.64], [3.22, -0.45, -2.04], [2.71, 0.03, -0.91], [6.89, 4.32, 0.59], [5.49, 2.30, 0.67], [1.94, 4.76, 0.12], [3.54, 6.76, -0.20], [1.81, 3.85, 2.32], [-0.25, 2.65, 3.69], [-0.25, 0.05, 2.82], [4.57, 2.51, -2.00], [4.63, 0.32, -3.57], [3.08, -1.47, -2.36], [-1.87, -0.15, -3.69], [-3.83, -0.57, -4.61], [-5.14, -0.15, -4.25], [-6.23, -0.54, -5.03], [-6.12, -1.30, -6.14], [-4.89, -1.72, -6.47], [-3.76, -1.40, -5.74], [-1.67, 0.34, -1.69], [-1.24, -1.02, -0.52], [-2.57, -0.96, 0.79], [-2.26, -1.52, 2.04], [-3.01, -1.28, 3.18], [-4.22, -0.60, 3.05], [-4.62, -0.11, 1.79], [-3.80, -0.30, 0.67], [-1.73, -2.60, -1.32], [-0.81, -3.64, -1.36], [-1.09, -4.94, -1.79], [-2.38, -5.27, -2.14], [-3.33, -4.27, -2.17], [-3.00, -2.95, -1.83], [-1.18, 1.93, -1.03], [-2.60, 2.79, -0.20], [-3.95, 2.68, -0.60], [-4.95, 3.43, -0.04], [-4.62, 4.30, 1.05], [-3.30, 4.44, 1.44], [-2.31, 3.66, 0.87], [-0.93, 3.01, -2.53], [0.33, 3.29, -2.98], [0.56, 3.85, -4.23], [-0.53, 4.17, -5.04], [-1.80, 3.95, -4.57], [-2.01, 3.34, -3.35], [-5.38, 0.45, -3.36], [-7.21, -0.27, -4.75], [-4.79, -2.37, -7.30], [-2.81, -1.77, -6.13], [-1.32, -2.05, 2.11], [-2.74, -1.64, 4.15], [-4.83, -0.36, 3.99], [-5.58, 0.43, 1.71], [-4.08, 0.19, -0.27], [0.18, -3.45, -1.02], [-0.31, -5.70, -1.80], [-2.60, -6.27, -2.49], [-4.33, -4.47, -2.57], [-3.77, -2.17, -2.03], [-4.18, 1.98, -1.34], [-5.98, 3.27, -0.36], [-5.39, 4.89, 1.61], [-3.05, 5.11, 2.25], [-1.28, 3.71, 1.24], [1.13, 3.05, -2.28], [1.61, 3.94, -4.56], [-0.36, 4.65, -5.99], [-2.66, 4.22, -5.16], [-3.01, 3.18, -3.01], [1.97, -1.32, 4.65], [1.97, -2.76, 4.61], [2.92, -3.38, 5.56], [2.61, -4.86, 5.66], [2.67, -5.46, 4.25], [1.78, -4.70, 3.33], [1.29, -5.48, 2.20], [1.60, -3.37, 3.43], [1.02, -2.71, 2.55], [2.12, -0.88, 3.64], [2.81, -0.98, 5.25], [1.00, -0.92, 5.07], [2.84, -2.87, 6.57], [3.97, -3.20, 5.22], [1.62, -5.05, 6.07], [3.39, -5.30, 6.26], [2.29, -6.46, 4.24], [3.69, -5.49, 3.88], [2.10, -5.73, 1.50], [0.62, -4.84, 1.59], [0.79, -6.39, 2.52]],
  "e_tot_ha": -13248.19496,
  "charge": -2,
  "multiplicity": 1,
  "homo_energy_ev": -2.22,
  "e_above_lowest_kcal_mol": 29.08,
  "gap_ha": 0.203
}